1.
The following is a quantum chemistry calculation of a structure of composition C50H43N4O2RuSi, from the OMol25 dataset.

Geometry as XYZ:
```
101
Properties=species:S:1:pos:R:3:forces:R:3:lowdin_spin:R:1
C -3.063748 -1.548071 3.381151 0.1 0.0 0.0 0.035
C -2.978168 -2.730488 4.112436 0.0 0.0 0.0 0.016
H -4.093900 2.860623 0.352888 0.0 0.0 0.0 0.001
C -5.137520 -1.042894 4.506126 0.0 0.0 0.0 0.001
C 4.654501 2.487190 -4.962951 0.0 0.0 0.0 0.001
C 4.174642 4.456458 -3.680902 0.0 0.0 0.0 0.001
C -3.960910 -3.064793 5.032539 0.1 0.0 0.0 0.001
H 6.428525 0.308595 6.288339 0.0 0.0 0.0 0.000
C -2.404372 -1.294688 1.008459 -0.1 0.0 0.1 0.095
H -0.627107 3.899045 -1.935754 0.1 0.0 0.0 0.000
Si -1.625562 2.787638 0.066796 -0.2 -0.1 -0.2 0.035
H 2.856170 4.184021 -2.010274 0.0 0.0 0.0 0.001
H 5.162397 2.002815 -5.786521 0.0 0.0 0.0 0.000
H -1.185165 -3.563396 -0.134669 0.0 0.0 0.0 0.001
C -0.240119 -3.603332 0.420421 0.0 0.0 -0.1 0.001
N 0.198993 0.282621 -1.962611 -0.1 -0.1 -0.1 0.086
H 3.610118 2.321097 3.772698 0.0 0.0 0.0 0.000
H -0.032108 -4.642177 0.666772 0.0 0.0 0.0 0.000
C 5.299986 -0.935355 4.955604 0.0 0.0 0.0 0.002
C -5.041459 -2.220207 5.232248 -0.1 0.0 0.1 0.008
C 5.668804 0.276858 5.518845 0.0 0.0 0.0 0.004
C -2.956099 -2.722172 -3.901004 0.1 0.0 0.0 0.021
C 1.568593 -3.960809 -1.388188 0.0 0.1 0.0 0.001
H -2.417394 -3.456840 -3.315636 0.0 0.0 0.0 0.001
C -3.534422 -1.836243 -0.854644 0.1 0.1 0.1 0.125
H -4.396684 -2.222322 1.159962 0.0 0.0 0.0 0.004
O 1.123348 -1.856433 -0.494663 0.0 -0.2 0.0 0.013
C 2.664257 0.147134 2.484610 0.1 0.0 0.0 0.210
C -4.157524 -0.711084 3.584470 0.0 0.0 0.0 0.017
H -3.927268 -4.184844 -5.125569 0.0 0.0 0.0 0.000
H -0.938956 -1.179664 5.041362 0.0 0.0 0.0 0.005
C 2.986525 0.647008 1.233583 0.0 0.0 0.0 0.055
C 2.317525 1.559670 -2.146708 0.0 0.0 0.0 0.276
C 3.361351 3.710697 -2.842660 0.0 0.0 0.0 0.015
C -3.492915 -0.433897 -4.368035 0.0 -0.1 0.1 0.021
N 0.319682 -0.526905 2.052741 0.1 0.1 -0.2 0.108
C 1.405276 -0.354872 2.880993 0.0 0.0 0.2 0.096
C -1.885190 -0.939876 -2.519605 0.0 0.1 0.0 0.366
H -0.358387 -2.999128 1.315005 0.0 0.0 0.0 0.001
H 1.681527 -0.564451 5.067028 0.0 0.0 0.0 0.000
C -0.752770 -0.132111 -2.855157 -0.1 -0.2 0.0 0.091
C 1.027387 -0.624694 4.214280 0.2 0.1 -0.2 0.036
H -1.369719 2.363189 -2.367434 0.0 0.0 0.0 0.000
H -1.174803 3.889544 2.245426 0.0 0.0 0.0 0.000
C -1.139666 4.197341 1.200085 -0.1 -0.2 -0.1 0.002
H -5.172457 -2.510073 -6.448137 0.0 0.0 0.0 0.001
H 5.090128 1.322698 1.524128 0.0 0.0 0.0 0.000
C 0.824136 -3.048236 -0.461208 0.1 0.0 0.1 0.009
C 3.835273 1.742753 -4.128914 0.0 0.0 0.0 0.014
O -0.544665 1.562569 0.386173 0.1 0.7 0.4 0.295
C 0.725014 1.089393 -4.020204 0.0 0.0 0.1 0.095
H -3.881844 -3.988285 5.591713 0.0 0.0 0.0 0.000
C -3.807352 -3.130158 -4.914418 0.0 -0.1 0.0 0.000
H -3.354156 1.729070 1.491600 0.0 0.0 0.1 0.000
C 5.060471 1.448013 5.094642 0.0 0.1 0.0 0.002
C 3.180954 2.346772 -3.058035 0.0 0.1 -0.1 0.030
H 1.199576 -3.755923 -2.396669 0.0 0.0 0.0 0.001
H 4.854846 2.207921 -0.990941 0.0 0.0 0.0 0.001
C -2.305451 -1.258284 -1.198819 0.0 -0.1 -0.2 0.080
H 5.462137 4.427073 -5.395626 0.0 0.0 0.0 0.000
H -1.003065 0.154228 -5.036783 0.0 0.0 0.0 0.004
C 2.798680 1.348487 -0.845016 0.1 0.1 -0.2 0.062
C -0.736772 -0.879968 2.847833 0.0 -0.1 0.2 0.054
H 4.300275 5.516494 -3.503406 0.0 0.0 0.0 0.000
H 1.420707 -5.011502 -1.159424 0.0 0.0 0.0 0.000
H -2.132392 -3.388081 3.953234 0.0 0.0 0.0 0.000
C -0.310866 -0.936438 4.202306 -0.1 0.0 -0.2 0.092
H 5.341238 2.395302 5.535727 0.0 0.0 0.0 0.000
H -3.568189 1.259865 -0.187029 0.0 0.0 -0.1 0.000
C -2.780669 -1.370292 -3.616193 0.0 0.1 -0.1 0.039
H -5.979048 -0.379442 4.656256 0.0 0.0 0.0 0.000
H 1.241853 1.614882 -4.804446 0.0 0.0 0.0 0.003
C -1.483767 3.252180 -1.744598 -0.1 0.0 0.2 0.009
N -1.603553 -0.948408 -0.054864 0.0 0.1 0.0 0.077
H 3.701809 0.682220 -4.300934 0.0 0.0 0.0 0.000
C -0.442221 0.342668 -4.138829 0.1 0.0 0.1 0.105
C 3.715985 0.197879 3.537029 0.0 -0.1 0.0 0.022
C -3.320661 2.098601 0.466588 0.1 0.1 -0.1 0.009
H -1.817147 5.043724 1.075062 0.0 0.0 0.0 0.000
H 5.771540 -1.852639 5.282814 0.0 0.0 0.0 0.000
C -3.595827 -1.852540 0.542418 0.1 0.1 0.0 0.108
C 4.089364 1.409841 4.106547 0.0 0.0 0.0 0.009
H -3.374628 0.618713 -4.145109 0.0 0.0 0.0 0.001
C 4.824907 3.846065 -4.742271 0.0 0.0 0.0 0.007
H -4.899028 -0.101975 -5.947031 0.0 0.0 0.0 0.000
C 4.323554 -0.975873 3.972134 0.0 0.0 0.0 0.010
H 4.026339 -1.919768 3.533384 0.0 0.0 0.0 0.001
H -2.381609 3.776275 -2.077803 0.0 0.1 0.0 0.001
C -4.349192 -0.840895 -5.378742 0.0 0.0 0.0 0.001
C -4.506422 -2.191255 -5.657074 0.0 0.0 0.0 0.013
C 4.111655 1.704550 -0.397682 -0.1 0.0 0.0 0.030
H -4.292080 -2.155341 -1.548598 0.0 0.0 0.0 0.006
C -2.024717 -1.191119 2.383549 -0.1 -0.1 0.0 0.329
H -5.807999 -2.480029 5.950526 0.0 0.0 0.0 0.001
H 2.626972 -3.704392 -1.375874 0.0 0.0 0.0 0.000
N 2.132964 0.709418 0.146712 0.0 -0.1 0.2 0.134
H -0.128447 4.541520 0.983989 0.1 0.0 0.0 0.000
C 1.121962 1.020581 -2.678919 0.1 0.1 -0.1 0.083
H -4.237326 0.203341 3.011758 0.0 0.0 0.0 0.001
Ru 0.210675 -0.023502 0.056115 -0.1 -0.6 -0.1 1.485
C 4.230899 1.251541 0.879471 -0.1 0.0 0.0 0.023
```
Positions in Å, forces in eV/Å.

As for the expectation value of S²: 8.7945. Its calculated total energy is -2685.0807 a.u. The calculation puts the HOMO-LUMO gap (alpha / beta) at 0.175 / 0.183 hartree. The energy above the lowest of the compared OMol25 structures with the same formula, charge and spin comes out at 0.00 kcal/mol. The calculation puts the HOMO energy (alpha / beta) at -0.1825 / -0.2637 hartree. The spin multiplicity is 6. The LUMO energy (alpha / beta) comes out at -0.20 / -2.20 eV.


2.
The following is a quantum chemistry calculation of a structure of composition C50H44AsCrN4PS2 at a distorted geometry, from the OMol25 dataset.

Geometry as XYZ:
```
103
Properties=species:S:1:pos:R:3:forces:R:3:lowdin_spin:R:1
H -1.332058 -2.032004 7.648564 0.0 0.0 0.1 0.000
H 4.451642 -0.876604 -4.447036 0.0 0.0 -0.1 0.000
H -2.640958 4.374796 -4.854136 0.0 0.0 0.0 0.000
H 2.777342 -0.924404 -0.609536 -0.4 0.0 0.0 0.000
S -1.763958 -1.136604 -1.208236 0.4 0.9 -0.6 -0.085
C 0.720842 -3.149704 1.545064 0.0 0.2 0.1 -0.001
C 1.568142 1.472196 1.167764 0.0 -0.3 -0.2 0.001
C -1.340958 2.621996 2.506964 0.1 0.0 -0.1 0.000
C -0.915158 4.288196 -0.351236 0.1 -0.1 0.1 -0.001
H -2.457958 -1.352504 -4.182336 0.0 -0.1 0.0 0.000
C 2.219742 -1.601404 -3.037236 -0.2 -0.9 -0.1 -0.001
H -0.672758 -4.452904 0.582164 0.0 0.0 -0.1 0.000
Cr 0.329542 -0.048204 -1.575036 -0.7 -1.7 0.4 1.174
C -0.773558 5.600596 -0.768736 0.0 0.1 -0.1 0.000
C -3.660658 1.240696 1.879564 -0.1 0.0 0.1 0.000
H -0.703358 -1.480604 -4.245736 0.0 0.0 -0.1 0.000
H -5.298558 -4.229304 -0.231136 -0.1 0.0 -0.1 0.000
H 3.394742 -5.759004 0.543764 0.0 -0.1 0.0 0.000
C -1.769358 2.700996 -3.886036 0.1 -0.3 0.0 0.006
C -1.734158 -1.099704 4.430064 0.0 0.1 -0.3 0.000
As -0.524558 -1.663904 1.905464 -0.1 -0.5 0.3 0.000
C -0.298758 -2.879604 5.976264 0.0 0.0 0.1 0.000
H 0.595542 -3.535104 4.139964 0.0 0.1 0.1 0.000
C 3.406142 2.282696 -3.865536 0.0 -0.1 0.0 0.000
C 2.742942 -0.301404 -3.287536 0.4 0.5 -0.2 0.000
H -1.610058 -0.922504 -5.673836 0.0 0.0 -0.1 0.000
C -1.202958 -2.018704 6.576164 0.0 -0.1 0.0 0.000
H -1.264158 4.765096 -3.812936 0.0 0.1 0.0 0.000
H -2.682158 1.641096 -5.582336 -0.1 0.0 -0.2 0.000
C -2.081258 1.631196 -4.696936 0.1 0.1 0.3 0.002
C 3.009942 -3.930904 1.589964 0.1 0.0 0.0 0.000
C 3.596942 0.212796 1.510564 0.0 -0.1 0.0 0.000
H 3.612142 3.315596 -4.099836 0.0 0.1 0.0 0.000
C -1.464058 0.507496 -4.120136 0.0 0.2 0.0 0.004
C 0.479342 6.098896 -1.088936 -0.1 0.1 0.0 -0.001
C -1.935658 -1.139504 5.795464 0.0 0.1 0.1 0.000
C 1.462142 3.977196 -0.561036 -0.1 0.0 0.1 -0.001
N -0.804158 0.875696 -3.025636 0.2 0.1 0.2 -0.005
C -2.146258 4.135196 -3.918736 0.0 0.0 0.0 0.001
P 0.031342 1.687196 0.186964 0.4 0.8 0.8 -0.004
N -0.990758 2.204796 -2.903636 -0.4 0.5 -0.2 0.000
C -3.677558 -2.897004 -0.611636 0.1 0.0 -0.1 -0.010
H 2.337342 -2.113104 2.514964 0.0 -0.1 -0.1 0.000
H -2.437158 3.385996 4.168864 0.1 0.1 0.1 0.000
C -4.061958 -3.961704 1.498264 0.0 0.0 0.0 -0.011
H -0.210758 -3.482404 -1.800836 -0.1 -0.1 0.0 -0.001
H -0.623458 2.723696 -2.113236 -0.1 -0.2 -0.2 0.000
H -4.557758 0.697996 1.622864 -0.1 -0.1 0.0 0.000
C 2.648442 -5.034004 0.834164 0.0 -0.1 -0.1 0.000
C -1.370258 1.814296 1.374464 -0.2 -0.5 -0.4 -0.001
H -2.293058 -0.402804 3.813864 0.0 0.1 0.1 0.000
H -2.596058 0.524496 0.175864 0.0 0.1 0.1 -0.001
C 0.206842 3.466796 -0.231836 0.0 -0.1 -0.1 -0.001
C 1.615942 -3.952504 -2.822136 0.2 0.2 -0.2 -0.003
C 3.240442 2.235496 2.741064 -0.1 0.1 0.1 0.000
H -0.450758 3.167296 2.771664 0.0 0.1 0.0 0.000
C 4.218242 1.259896 -4.353436 -0.2 0.0 0.2 0.000
C -4.428258 -3.741704 0.178964 0.0 0.0 0.1 0.001
H 2.334342 3.346696 -0.464036 0.1 0.0 0.0 0.000
C -2.930358 -3.348504 2.004864 0.1 0.0 0.3 0.001
H -1.895558 3.898996 -0.110336 -0.1 0.0 0.1 0.000
H -2.822358 4.362996 -3.093436 0.0 0.1 0.0 0.000
C -2.547558 1.136696 1.065664 0.1 0.1 -0.1 -0.002
C 2.056642 -2.983704 1.921264 -0.2 0.1 0.3 0.000
H 4.223542 -0.634204 1.270264 0.0 -0.1 -0.1 0.000
C -0.108958 -2.851004 4.603764 0.1 -0.1 -0.3 0.000
C 0.685742 -3.121604 -2.276636 -0.1 -0.4 0.0 -0.005
C 2.035242 2.410796 2.087564 0.0 -0.1 0.0 0.000
C -0.817358 -1.951104 3.818564 0.1 0.2 0.0 0.001
C -2.544458 -2.265204 -0.098236 0.6 -0.2 0.1 -0.003
H -4.494158 2.127696 3.639464 0.0 0.0 0.1 0.000
H 1.610742 -5.024004 -2.856436 -0.1 -0.3 0.0 0.000
N 2.004542 0.699096 -2.742336 -0.1 -0.6 -0.1 -0.004
H 1.467042 3.309496 2.266764 0.0 0.1 0.0 0.000
H 0.587142 7.118096 -1.424236 0.0 0.1 0.0 0.000
H 2.574942 5.666896 -1.226636 0.1 0.1 0.0 0.000
H 5.086242 1.482396 -4.954236 0.1 0.0 -0.1 0.000
C 1.327242 -5.209104 0.458364 0.1 -0.1 0.1 0.000
H -2.653058 -0.475504 6.253064 -0.1 0.1 0.1 0.000
C -2.151058 -2.503404 1.223064 0.0 0.2 -0.2 -0.010
H 1.592442 -1.423904 0.382464 0.1 0.2 -0.3 0.002
C -1.555258 -0.896104 -4.588836 0.1 -0.1 0.1 0.001
H 3.570242 2.966996 3.464964 0.0 0.0 0.0 0.000
C 0.366742 -4.288204 0.836064 -0.3 0.1 0.0 0.000
S 2.941342 -3.117604 -3.520136 -0.4 0.4 0.3 -0.002
C -3.622958 2.041496 3.007164 0.0 0.0 -0.1 0.000
H 1.039142 -6.072604 -0.122736 0.0 -0.1 0.0 0.000
C 3.877942 -0.042904 -4.069536 -0.2 0.1 0.2 0.000
N 1.945142 -0.591504 -0.110336 -0.2 -0.1 -0.3 0.002
C -2.463458 2.739696 3.306164 0.0 0.0 0.1 0.000
H 4.031642 -3.809704 1.921264 0.1 0.0 0.0 0.000
H -1.641258 6.237896 -0.844036 -0.1 0.1 0.0 0.000
C 1.004142 -1.752104 -2.399436 0.9 0.5 -0.1 -0.044
H 0.267742 -3.572704 6.582864 0.0 0.0 0.0 0.000
C 4.022642 1.127296 2.456564 -0.1 0.0 -0.1 0.000
H -3.949158 -2.709404 -1.639536 -0.1 0.0 -0.1 0.000
H -2.645658 -3.525004 3.036164 0.0 0.0 0.0 0.000
H -4.646858 -4.615404 2.127964 0.0 0.0 0.0 -0.001
C 2.372242 0.370496 0.869464 0.0 0.4 0.4 0.000
C 1.595842 5.285896 -0.984236 0.1 0.0 0.0 0.000
H 4.966342 0.988096 2.961364 0.1 0.0 0.0 0.000
C 2.327842 1.949096 -3.070536 0.0 0.5 0.0 0.000
H 1.684242 2.727096 -2.682336 0.0 0.0 0.0 0.000
```
Positions in Å, forces in eV/Å.

As for the expectation value of S²: 0.8264. Its calculated total energy is -6568.5450 a.u. The calculation puts the HOMO-LUMO gap (alpha / beta) at 0.225 / 0.266 hartree. The total charge is +1. The calculation puts the HOMO energy (alpha / beta) at -0.3610 / -0.3651 hartree. The spin multiplicity is 2. The LUMO energy (alpha / beta) comes out at -3.69 / -2.70 eV.


Q: Look up the spin multiplicity of the second one.
A: 2


Q: What is the spin multiplicity in the second record?
A: 2